# 1
Here is a structure of composition C12H14AsBF6N8Ru in a non-equilibrium geometry from the OMol25 dataset. Energies are from the ωB97M-V functional and the def2-TZVPD basis.

Cartesian coordinates (Å):
Ru  -0.474  -0.604  -0.115
C  -0.161  0.760  -4.035
C  -0.446  -0.214  -3.118
N  -0.464  0.326  -1.867
N  -0.193  1.655  -1.996
C  0.001  1.923  -3.291
B  -0.103  2.543  -0.750
N  1.217  2.109  0.030
C  2.374  2.670  0.069
C  3.220  1.867  0.924
C  2.360  0.774  1.341
N  1.194  0.912  0.811
N  -1.318  2.206  0.137
C  -2.261  3.025  0.616
C  -3.194  2.287  1.327
C  -2.745  0.990  1.246
N  -1.596  0.936  0.526
H  -0.077  0.647  -5.102
H  -0.647  -1.258  -3.286
H  0.236  2.922  -3.628
H  -0.067  3.700  -1.021
H  2.603  3.588  -0.459
H  4.259  2.032  1.178
H  2.617  -0.064  1.971
H  -2.232  4.087  0.427
H  -4.074  2.656  1.827
H  -3.202  0.096  1.639
F  0.095  -2.266  -1.085
As  2.179  -2.374  -1.147
F  1.915  -3.984  -0.762
F  1.828  -1.986  0.523
F  1.867  -2.580  -2.770
F  2.012  -0.674  -1.380
F  3.842  -2.331  -1.052
N  -1.387  -3.877  2.463
C  -1.200  -3.034  3.468
C  -0.917  -1.746  2.838
N  -0.953  -1.887  1.518
C  -1.233  -3.196  1.287
H  -1.593  -4.873  2.547
H  -1.267  -3.310  4.516
H  -0.704  -0.805  3.328
H  -1.311  -3.648  0.305

Computed properties:
Highest occupied orbital energy (alpha / beta): -0.6895 / -0.6870 hartree
DFT total energy: -104966.1808 eV
Frontier orbital gap (alpha / beta): 8.648 / 4.442 eV
E_LUMO (alpha / beta): -10.11 / -14.25 eV
Relative energy (zero: lowest compared OMol25 entry of this formula, charge and spin): 50.07 kJ/mol
2S+1: 6
Net charge: +3



# 2
Here is a structure of composition C26H25AlBN11O2 from the OMol25 dataset. Energies are from the ωB97M-V functional and the def2-TZVPD basis.

Cartesian coordinates (Å):
Al  -0.166  -0.424  0.254
C  -0.404  -0.288  4.445
C  0.002  0.275  3.244
N  -0.163  -0.601  2.244
N  -0.709  -1.714  2.784
C  -0.852  -1.554  4.103
B  -0.986  -2.929  1.878
N  -2.100  -2.524  0.866
C  -3.098  -3.309  0.442
C  -3.520  -2.873  -0.796
C  -2.691  -1.797  -1.083
N  -1.829  -1.573  -0.080
N  0.268  -3.198  1.025
C  1.002  -4.309  0.886
C  1.987  -4.077  -0.055
C  1.783  -2.761  -0.451
N  0.744  -2.232  0.200
H  -0.375  0.157  5.424
H  0.401  1.260  3.055
H  -1.263  -2.349  4.703
H  -1.314  -3.881  2.512
H  -3.428  -4.133  1.055
H  -4.308  -3.274  -1.409
H  -2.686  -1.207  -1.980
H  0.773  -5.187  1.467
H  2.739  -4.763  -0.403
H  2.333  -2.179  -1.174
O  2.544  2.051  -5.819
N  3.367  1.976  -4.932
O  4.533  2.264  -5.029
C  2.893  1.521  -3.593
C  3.849  1.386  -2.652
C  3.519  0.957  -1.327
C  4.453  0.847  -0.282
C  4.024  0.426  0.953
C  2.672  0.132  1.143
N  1.769  0.258  0.177
C  2.196  0.637  -1.046
C  1.192  0.735  -2.066
N  -0.056  0.404  -1.658
C  -1.068  0.717  -2.452
C  -0.878  1.248  -3.725
C  0.394  1.477  -4.191
C  1.494  1.244  -3.336
H  4.872  1.619  -2.912
H  5.495  1.088  -0.456
H  4.709  0.315  1.781
H  2.310  -0.228  2.096
H  -2.062  0.574  -2.055
H  -1.737  1.474  -4.339
H  0.551  1.865  -5.183
C  -4.457  2.206  2.254
C  -3.121  2.159  1.601
C  -2.230  3.160  1.263
C  -1.141  2.527  0.660
N  -1.346  1.203  0.622
N  -2.558  1.009  1.200
C  0.099  3.172  0.137
H  -4.686  3.225  2.556
H  -4.481  1.574  3.142
H  -5.238  1.871  1.571
H  -2.356  4.216  1.429
H  -2.916  0.072  1.301
H  0.009  4.253  0.214
H  0.270  2.933  -0.913
H  0.982  2.876  0.706

Computed properties:
Highest occupied orbital energy: -0.5472 hartree
DFT total energy: -55119.1480 eV
Frontier orbital gap: 8.204 eV
E_LUMO: -6.69 eV
Relative energy (zero: lowest compared OMol25 entry of this formula, charge and spin): 0.00 kJ/mol
Net charge: +2



# 3
Here is a structure of composition C29H35IrN4O5PSSeTe from the OMol25 dataset. Energies are from the ωB97M-V functional and the def2-TZVPD basis.

Cartesian coordinates (Å):
Ir  -0.699  -3.790  0.489
O  -3.310  -6.560  2.485
S  -2.343  -5.593  2.031
O  -1.355  -5.408  3.262
O  -2.875  -4.256  1.727
O  -1.491  -6.047  0.910
Se  0.068  -4.231  2.811
C  4.995  -1.549  2.367
N  3.972  -2.558  2.591
C  3.121  -2.117  3.696
N  2.540  -0.789  3.505
C  3.613  0.156  3.245
N  4.484  -0.201  2.123
C  3.729  -0.162  0.860
P  2.244  -1.303  0.760
C  3.175  -2.793  1.377
C  1.555  -0.797  2.412
H  5.611  -1.850  1.514
H  5.630  -1.508  3.259
H  3.736  -2.089  4.602
H  2.317  -2.841  3.839
H  4.238  0.218  4.143
H  3.180  1.141  3.053
H  4.413  -0.413  0.042
H  3.397  0.865  0.687
H  3.838  -3.142  0.579
H  2.457  -3.597  1.560
H  0.735  -1.476  2.662
H  1.118  0.202  2.317
C  -1.463  6.296  2.517
C  -1.490  4.894  1.966
C  -2.612  4.090  2.092
C  -2.643  2.790  1.590
C  -3.905  1.986  1.775
C  -1.524  2.259  0.930
Te  -1.584  0.188  0.210
N  -1.129  -2.244  -0.685
C  -0.672  -2.893  -1.708
O  0.108  -3.925  -1.462
C  -1.024  -2.560  -3.119
C  -0.272  -3.091  -4.162
C  -0.571  -2.767  -5.478
C  -1.632  -1.915  -5.760
C  -2.395  -1.397  -4.720
C  -2.097  -1.722  -3.406
C  -0.903  0.808  -1.704
C  0.253  0.219  -2.206
C  0.748  0.561  -3.455
C  0.093  1.518  -4.215
C  -1.061  2.105  -3.721
C  -1.586  1.757  -2.476
C  -2.882  2.381  -2.038
C  -0.375  3.061  0.822
C  0.887  2.569  0.164
C  -0.379  4.358  1.331
H  -2.441  6.582  2.906
H  -1.182  7.020  1.748
H  -0.740  6.388  3.330
H  -3.492  4.482  2.595
H  -4.687  2.596  2.231
H  -3.736  1.117  2.414
H  -4.267  1.597  0.822
H  0.545  -3.758  -3.915
H  0.024  -3.178  -6.286
H  -1.865  -1.657  -6.787
H  -3.225  -0.733  -4.934
H  -2.682  -1.336  -2.580
H  0.754  -0.536  -1.614
H  1.638  0.070  -3.833
H  0.464  1.791  -5.195
H  -1.591  2.835  -4.325
H  -3.334  2.937  -2.861
H  -2.741  3.061  -1.196
H  -3.582  1.609  -1.707
H  1.041  1.507  0.358
H  1.752  3.128  0.529
H  0.840  2.682  -0.922
H  0.521  4.961  1.234

Computed properties:
Highest occupied orbital energy (alpha / beta): -0.0346 / -0.0340 hartree
DFT total energy: -142440.9303 eV
Frontier orbital gap (alpha / beta): 4.829 / 4.814 eV
E_LUMO (alpha / beta): 3.89 / 3.89 eV
Relative energy (zero: lowest compared OMol25 entry of this formula, charge and spin): 206.40 kJ/mol
2S+1: 2
Net charge: -2



# 4
Here is a structure of composition C4H7NOS in a non-equilibrium geometry from the OMol25 dataset. Energies are from the ωB97M-V functional and the def2-TZVPD basis.

Cartesian coordinates (Å):
C  -0.195  1.059  0.235
C  -0.247  -0.205  0.182
C  0.992  -1.061  0.303
C  -1.538  -0.947  -0.301
H  -0.880  2.812  -0.621
H  -1.634  1.977  0.835
H  0.802  1.619  0.339
H  1.324  -1.542  1.254
H  0.910  -1.670  -0.606
H  3.293  -1.011  0.026
H  -2.499  -0.480  -1.211
N  -1.372  1.690  -0.131
O  -1.376  -2.193  -0.044
S  2.419  -0.048  -0.261

Computed properties:
Highest occupied orbital energy: -0.3338 hartree
DFT total energy: -18629.4758 eV
Frontier orbital gap: 9.402 eV
E_LUMO: 0.32 eV
Relative energy (zero: lowest compared OMol25 entry of this formula, charge and spin): 489.55 kJ/mol
Net charge: 0



# 5
Here is a cluster of 2 separate species, C5H15N2O in total in a non-equilibrium geometry from the OMol25 dataset. Energies are from the ωB97M-V functional and the def2-TZVPD basis.

Cartesian coordinates (Å):
C  -2.849  -0.253  -0.064
C  -1.337  -0.347  -0.227
C  -0.734  1.046  -0.653
C  0.687  1.027  -0.916
C  1.755  0.990  0.089
N  3.030  0.298  -0.307
N  -0.766  -0.816  1.041
H  -3.049  0.516  0.686
H  -3.307  -1.168  0.323
H  -3.376  -0.103  -1.010
H  -1.039  -1.020  -1.034
H  -1.006  1.636  0.244
H  -1.490  1.406  -1.353
H  0.871  1.396  -1.927
H  2.155  2.006  -0.094
H  1.282  0.659  1.001
H  3.605  0.993  -0.760
H  2.752  -0.495  -0.874
H  -0.457  -0.092  1.673
H  -1.401  -1.445  1.515
H  0.890  -1.710  0.632
H  2.065  -2.317  1.453
O  1.721  -2.205  0.562

Computed properties:
Highest occupied orbital energy: -0.5117 hartree
DFT total energy: -10446.2093 eV
Frontier orbital gap: 7.041 eV
E_LUMO: -6.88 eV
Relative energy (zero: lowest compared OMol25 entry of this formula, charge and spin): 419.86 kJ/mol
Net charge: +1



# 6
Here is a structure of composition C29H26CrN9OS2 from the OMol25 dataset. Energies are from the ωB97M-V functional and the def2-TZVPD basis.

Cartesian coordinates (Å):
Cr  -0.181  -0.490  0.304
S  1.591  -0.472  1.877
C  0.172  -0.442  2.906
C  0.149  -0.439  4.299
C  -1.076  -0.443  4.933
C  -2.257  -0.454  4.183
C  -2.161  -0.452  2.816
N  -0.969  -0.434  2.194
H  1.080  -0.435  4.849
H  -1.124  -0.442  6.015
H  -3.226  -0.473  4.661
H  -3.043  -0.469  2.187
N  -3.394  -0.921  -2.475
C  -3.116  -0.695  -1.194
N  -1.807  -0.576  -1.063
C  -1.339  -0.762  -2.339
N  -2.274  -0.973  -3.222
C  0.108  -0.731  -2.585
C  0.700  -0.824  -3.832
N  2.021  -0.784  -3.973
C  2.753  -0.662  -2.871
C  2.176  -0.575  -1.613
N  0.850  -0.599  -1.479
H  -4.296  -1.050  -2.912
H  -3.860  -0.622  -0.416
H  0.092  -0.934  -4.722
H  3.830  -0.632  -2.985
H  2.771  -0.504  -0.712
C  4.835  -3.979  -3.468
C  3.801  -3.854  -2.383
C  4.165  -3.587  -1.067
C  3.208  -3.495  -0.062
C  1.875  -3.685  -0.385
C  1.479  -3.940  -1.698
C  2.443  -4.023  -2.683
S  0.671  -3.506  0.894
C  -0.228  -5.028  0.734
O  -0.356  -2.482  0.341
H  5.832  -3.740  -3.103
H  4.605  -3.326  -4.311
H  4.854  -5.000  -3.853
H  5.211  -3.454  -0.819
H  3.500  -3.280  0.960
H  0.432  -4.070  -1.946
H  2.146  -4.233  -3.705
H  -0.530  -5.188  -0.298
H  -1.093  -4.957  1.390
H  0.435  -5.824  1.073
N  -4.427  8.973  2.750
C  -3.807  8.078  2.385
C  -3.032  6.947  1.934
C  -3.327  5.672  2.407
C  -2.588  4.585  1.977
C  -1.557  4.773  1.069
C  -1.254  6.038  0.597
C  -1.991  7.125  1.031
N  -0.784  3.642  0.613
C  0.410  3.687  -0.080
C  0.773  2.405  -0.309
N  -0.188  1.563  0.222
C  -1.102  2.348  0.768
H  -4.131  5.536  3.117
H  -2.817  3.609  2.380
H  -0.460  6.199  -0.118
H  -1.762  8.116  0.662
H  0.916  4.602  -0.323
H  1.660  2.046  -0.799
H  -1.983  2.001  1.276

Computed properties:
Highest occupied orbital energy (alpha / beta): -0.5024 / -0.5054 hartree
DFT total energy: -96034.8453 eV
Frontier orbital gap (alpha / beta): 7.624 / 7.432 eV
E_LUMO (alpha / beta): -6.05 / -6.32 eV
Relative energy (zero: lowest compared OMol25 entry of this formula, charge and spin): 0.00 kJ/mol
2S+1: 4
Net charge: +2



# 7
Here is a cluster of 7 separate species, C34H83Cl4N5 in total in a non-equilibrium geometry from the OMol25 dataset. Energies are from the ωB97M-V functional and the def2-TZVPD basis.

Cartesian coordinates (Å):
Cl  -1.326  -4.597  -6.935
C  0.379  -4.047  -6.887
C  0.782  -3.349  -8.093
Cl  0.394  -4.166  -9.604
H  0.849  -4.828  -6.556
H  0.256  -3.111  -6.169
H  1.821  -3.297  -8.282
H  0.256  -2.398  -7.959
Cl  1.832  -0.237  -5.347
C  2.927  0.965  -4.572
C  2.876  2.247  -5.463
Cl  3.855  3.530  -4.733
H  3.824  0.761  -4.321
H  2.578  1.108  -3.589
H  2.087  2.669  -5.814
H  3.349  1.801  -6.345
C  -0.741  -0.366  0.537
C  -1.092  -1.249  -0.770
N  0.093  -1.964  -1.434
C  -0.166  -3.098  -2.070
C  -1.302  -3.165  -2.965
C  1.036  -1.017  -2.050
C  2.415  -1.749  -2.283
H  -0.072  -0.954  1.324
H  -1.543  -0.099  1.287
H  -0.179  0.510  0.036
H  -1.514  -0.562  -1.368
H  -1.858  -2.096  -0.600
H  -0.281  -3.731  -1.291
H  0.656  -3.771  -2.253
H  -2.101  -2.378  -3.096
H  -2.019  -4.055  -2.831
H  -0.859  -3.188  -3.895
H  1.127  0.043  -1.391
H  0.660  -0.875  -3.059
H  2.709  -2.344  -1.489
H  3.266  -1.067  -2.670
H  2.495  -2.288  -3.146
C  1.713  -6.495  -0.274
C  2.653  -5.400  -0.228
N  2.646  -4.778  1.085
C  3.800  -4.334  1.569
C  4.529  -3.482  0.822
C  1.631  -3.760  1.229
C  1.159  -3.387  2.652
H  0.650  -6.146  -0.142
H  1.868  -7.325  0.480
H  1.661  -6.895  -1.324
H  2.628  -4.615  -0.977
H  3.602  -5.822  -0.528
H  4.469  -5.398  1.788
H  3.754  -4.464  2.565
H  4.463  -3.221  -0.068
H  5.605  -3.572  1.142
H  4.456  -2.380  1.290
H  0.627  -4.120  0.966
H  1.751  -2.917  0.770
H  0.791  -4.333  2.948
H  0.440  -2.521  2.532
H  2.028  -2.998  3.190
C  1.066  4.438  0.800
C  2.203  3.931  1.685
N  2.163  2.410  1.644
C  2.749  1.795  0.469
C  3.918  2.402  -0.058
C  2.790  1.907  2.850
C  2.615  0.361  3.004
H  -0.026  3.877  0.827
H  1.409  4.220  -0.182
H  1.086  5.464  1.046
H  1.784  4.147  2.565
H  3.025  4.600  1.752
H  2.091  2.006  -0.447
H  2.696  0.684  0.559
H  4.158  3.554  0.043
H  3.844  1.877  -1.258
H  4.811  2.025  0.580
H  2.766  2.377  3.789
H  3.825  2.263  3.004
H  1.524  -0.073  2.836
H  2.928  -0.013  3.929
H  3.129  -0.129  2.237
C  -3.054  4.983  -0.216
C  -3.708  3.599  -0.059
N  -3.940  2.878  -1.445
C  -3.989  1.464  -1.381
C  -4.562  0.867  -0.182
C  -5.084  3.556  -2.054
C  -5.336  3.083  -3.482
H  -3.683  5.591  -0.704
H  -2.237  4.913  -0.681
H  -2.779  5.266  0.697
H  -4.450  3.947  0.365
H  -3.160  2.955  0.644
H  -2.935  1.372  -1.218
H  -3.960  1.029  -2.289
H  -4.901  1.316  0.866
H  -4.028  0.084  0.125
H  -5.261  0.279  -0.720
H  -5.086  4.604  -1.948
H  -6.111  3.346  -1.361
H  -5.836  2.052  -3.611
H  -4.347  2.858  -3.936
H  -5.756  3.752  -4.185
C  -1.939  2.234  7.244
C  -1.663  1.411  6.039
N  -2.549  1.668  4.900
C  -2.560  2.863  4.273
C  -1.478  3.651  4.345
C  -2.386  0.642  3.810
C  -2.870  -0.729  4.142
H  -2.915  1.960  7.612
H  -1.814  3.310  7.263
H  -1.121  1.896  8.009
H  -1.606  0.311  6.446
H  -0.650  1.521  5.472
H  -3.178  3.651  4.999
H  -3.425  2.923  3.469
H  -0.551  3.525  4.906
H  -1.522  4.784  4.266
H  -0.875  3.462  3.319
H  -1.342  0.576  3.290
H  -3.050  0.734  3.048
H  -3.845  -0.760  4.575
H  -2.281  -1.240  4.899
H  -3.164  -1.575  3.469

Computed properties:
Highest occupied orbital energy: -0.2880 hartree
DFT total energy: -94119.2171 eV
Frontier orbital gap: 8.276 eV
E_LUMO: 0.44 eV
Relative energy (zero: lowest compared OMol25 entry of this formula, charge and spin): 538.37 kJ/mol
SMILES: CCN(CC)CC.CCN(CC)CC.CCN(CC)CC.CCN(CC)CC.CCN(CC)CC.ClCCCl.ClCCCl
Net charge: 0